Record 1
DFT (ωB97M-V with the def2-TZVPD basis set) results for a molecular structure, C3H10N3 in a non-equilibrium geometry.

Cartesian coordinates (Å):
H -1.274594 -0.843532 1.692072
H -1.770281 0.170719 0.167220
N -0.139451 -1.357422 -0.110374
H -0.532832 2.067738 -0.287857
H 0.984644 2.018813 -0.271864
C 0.132798 0.552297 1.019946
H 1.822838 -0.196706 -0.040878
C -1.081484 -0.284732 0.812539
H 0.468800 -1.093255 -2.066088
H 0.349662 1.123784 1.849206
H 1.410667 -1.299226 1.431477
N -0.342964 -0.795259 -1.403355
H -0.055893 0.441646 -1.254639
H -1.198610 -1.281415 -1.898103
N 0.244283 1.429901 -0.195626
C 0.982419 -0.653351 0.556323

Atoms 1-3, force components in eV/Å:
H -1.23 -0.33 0.55
H -1.86 0.13 -0.18
N -1.94 1.69 1.91

Summary:
ΔE to the lowest compared entry with this formula, charge and spin in eV: 4.894
Net charge: +1
HOMO-LUMO gap in eV: 10.79
2S+1: 1



Record 2
DFT (ωB97M-V with the def2-TZVPD basis set) results for 2 unconnected molecules or ions with the total composition C5H15N3.

Cartesian coordinates (Å):
H -2.426878 -1.325002 1.331233
C -1.375649 0.468708 0.684220
H -2.037498 0.907720 2.663697
C -1.510744 -1.036685 0.817407
H -0.537460 0.712296 0.028873
H -1.487452 -1.529928 -0.152217
H -0.285789 0.783675 2.506284
H 2.422640 -3.182373 -1.463509
C 1.558859 -1.322887 -1.358493
H 1.058142 1.461986 -1.784126
N 1.628409 -2.669674 -1.814321
H 0.780402 -3.186960 -1.639927
H 2.655420 1.595445 -2.130399
N -1.028662 2.606777 1.813921
H -2.271516 0.884590 0.211540
C 2.010783 -0.320450 -2.089745
C -1.185097 1.163068 2.019109
H -1.848894 2.954780 1.323726
H 1.186998 -1.141868 -0.353793
H 2.419226 -0.508511 -3.078405
H -1.012318 3.087648 2.706284
H -0.677482 -1.435756 1.404951
N 1.964559 1.033400 -1.646308

Atoms 1-3, force components in eV/Å:
H -0.09 0.02 0.00
C -0.06 0.09 -0.11
H 0.02 0.00 0.07

Summary:
ΔE to the lowest compared entry with this formula, charge and spin in eV: 1.469
Net charge: 0
HOMO-LUMO gap in eV: 9.56
2S+1: 1



Record 3
DFT (ωB97M-V with the def2-TZVPD basis set) results for a molecular structure, C3H4BrO3Pd2 in a non-equilibrium geometry.

Cartesian coordinates (Å):
O -1.630814 2.422613 -0.959642
O -0.995389 0.201974 -1.495760
C -1.234937 1.330230 -0.743021
Br 2.053124 0.367046 0.481447
H -1.080393 -1.778536 -0.906973
H -1.548863 -0.674877 1.376065
H 0.221765 -0.631227 1.272474
C -0.536167 -0.856228 -0.703917
O -0.824802 1.014903 0.624599
Pd 3.285125 0.794704 -1.131029
C -0.703671 -0.404189 0.743217
H 0.544072 -0.998123 -0.736428
Pd 2.450950 -0.788290 2.178967

Atoms 1-3, force components in eV/Å:
O -1.41 3.04 -1.14
O -1.38 4.18 -0.33
C 3.46 -8.25 3.41

Summary:
ΔE to the lowest compared entry with this formula, charge and spin in eV: 4.655
Net charge: +3
HOMO-LUMO gap (alpha / beta) in eV: 10.51 / 6.11
2S+1: 5



Record 4
DFT (ωB97M-V with the def2-TZVPD basis set) results for a molecular structure, C45H43AsClN4O4PdS3.

Cartesian coordinates (Å):
H -6.506883 -2.133247 3.884983
C -2.417252 1.800151 -1.236824
C -1.520386 0.558803 -4.984036
H -3.302609 0.927534 -6.109988
C -3.920725 -0.251376 2.787551
H 2.345149 -3.909856 -0.828482
C -4.509497 -1.948292 1.161257
H 3.955474 1.450026 3.752058
H -1.906076 -3.899504 -0.065705
S -2.413721 -0.194113 0.575429
H 3.725403 -2.812452 -4.331402
C 4.008015 -0.863682 -1.007594
H 3.475847 0.223482 2.539717
H -0.104784 -1.678150 1.898511
H 1.721712 -2.488795 -2.917817
C 3.125302 1.023472 3.188616
H -5.091608 -0.230164 4.576764
C 3.803432 -2.271651 -3.398467
H 1.866211 -5.973400 0.421029
C 1.957761 3.834550 3.380342
O -0.672557 3.247969 1.400195
H 4.727935 7.433262 2.403727
H -0.826912 -7.010134 -2.809959
S 1.400574 -1.107630 -0.348450
C 4.124200 4.308013 4.569043
H 1.632125 3.332781 4.294331
C -1.131452 -3.289590 -1.966315
C -1.805604 -0.780964 -3.034746
C -4.364546 2.806003 -2.211815
C 4.564276 6.551906 3.008657
H -2.338944 3.404566 -2.638768
C 0.307448 -2.629211 1.580851
H 4.053829 -0.308994 -0.081640
As 2.317791 2.397995 2.096210
H 6.077856 -0.629805 -1.497650
H -3.279645 0.570138 3.074277
C 1.121941 -2.686070 0.456732
H -4.334549 -2.422683 0.207094
C -4.622731 1.024404 -0.612512
H 5.898291 -1.882629 -3.618766
C 1.420853 -5.039782 0.737187
C -3.240475 0.957451 -0.507789
H 1.129094 4.412920 2.987833
H -0.597181 -3.770112 3.146887
H 3.372264 3.818805 0.331708
C -0.526904 -5.007524 -3.508393
H -4.809413 3.541040 -2.868173
C -3.699732 -0.293162 -4.397023
O -1.504603 5.198393 0.383133
H -3.793318 -1.474082 -2.602691
H 0.077376 0.053988 -3.629759
H 6.401806 6.764403 4.094969
C -3.165146 -0.914585 -3.282014
H 4.588808 3.360246 1.554671
C 1.691166 -3.878067 0.029202
H -0.154779 -5.315104 -4.475689
C 3.180522 4.671286 3.611879
S -1.187362 -1.561070 -1.569084
C -0.637266 -3.660086 -3.209724
H 2.676805 6.095516 2.093834
C 3.748476 3.009988 0.954879
N 1.655360 -0.006162 0.577814
C 0.592410 -5.002476 1.850850
H -6.130356 -3.234168 1.708427
H -1.709249 -6.312834 -0.611263
C -2.878202 0.440025 -5.243968
C 5.504213 6.177825 3.958586
H -4.757891 -0.372802 -4.599734
C 5.128232 -1.043343 -1.804514
C -3.726002 -0.876244 1.564279
H 3.944787 3.443505 5.197629
O -0.147424 3.712610 -0.865166
C -5.512735 -2.398706 2.006336
H -0.888330 1.138454 -5.641706
C 0.036704 -3.800545 2.271156
N 0.224705 -0.935070 -1.463149
C -5.722456 -1.778259 3.231112
H -5.261216 0.376698 -0.027791
C -5.179595 1.956776 -1.475973
H -0.365545 -2.910774 -3.941382
H 0.391559 -5.910798 2.401909
N -1.289315 0.281977 1.376976
H 5.999477 4.766273 5.495481
H 2.376933 0.623943 3.869724
H -6.255410 2.029273 -1.558729
C 5.025131 -1.747031 -2.996594
Pd 0.438201 1.538267 1.035085
H -1.336494 1.749829 -1.139615
C 2.796347 -1.394040 -1.418031
O 0.812815 5.035643 0.814137
H 4.051835 2.175716 0.323135
C -2.983797 2.731415 -2.092267
N -2.198815 -1.522864 -0.420278
C -4.928561 -0.708338 3.621526
C 5.279526 5.055193 4.742015
C -0.969060 -0.052346 -3.868061
C -0.910358 -5.959234 -2.570802
C -1.409596 -5.569528 -1.336363
Cl -0.370665 4.353772 0.394268
C -1.526557 -4.223871 -1.022437
C 2.678348 -2.094336 -2.609041
C 3.409966 5.803448 2.834143

Atoms 1-3, force components in eV/Å:
H -0.02 -0.01 0.02
C 0.15 0.00 -0.05
C -0.02 -0.02 0.02

Summary:
ΔE to the lowest compared entry with this formula, charge and spin in eV: 0.000
Net charge: +1
HOMO-LUMO gap in eV: 8.03
2S+1: 1



Record 5
DFT (ωB97M-V with the def2-TZVPD basis set) results for 2 unconnected molecules or ions with the total composition C5H11NO in a non-equilibrium geometry.

Cartesian coordinates (Å):
H -2.551950 1.132653 1.631819
C -1.279613 -0.193319 -1.269757
H -0.330220 -1.762329 0.421573
C -1.202986 0.767074 -0.290741
H -1.103691 1.930033 -0.395746
H 4.172210 -0.063073 0.441144
O 3.248171 -0.012291 0.640529
H -1.214393 -0.077722 1.614301
N 1.142006 1.051633 -0.601605
C 0.540991 -1.210651 0.069465
H -2.160223 -0.725959 -1.271103
H 1.547297 -1.456289 0.622139
C 0.167243 0.124567 -0.250712
C -1.989341 0.398128 0.980634
H 0.902317 1.225597 -1.670563
H 0.698646 -1.596475 -0.869945
H 2.119051 0.820567 -0.286693
H -2.705512 -0.352149 0.485257

Atoms 1-3, force components in eV/Å:
H 0.82 -0.35 -1.39
C 1.70 3.06 -0.82
H 0.22 -0.20 0.62

Summary:
ΔE to the lowest compared entry with this formula, charge and spin in eV: 10.385
Net charge: +1
HOMO-LUMO gap (alpha / beta) in eV: 4.02 / 4.80
2S+1: 2



Record 6
DFT (ωB97M-V with the def2-TZVPD basis set) results for a molecular structure, C16H28NbPS6 in a non-equilibrium geometry.

Cartesian coordinates (Å):
S -1.257919 3.012117 -1.047642
H -0.055213 2.211248 3.239236
C 4.273237 1.648878 -1.217501
H -4.369817 -0.861337 0.922165
H -2.532274 1.623069 0.966871
C -2.128173 -2.861960 0.125779
H 0.551438 -3.044616 0.863749
H -0.762547 2.337460 1.663505
C -2.737757 0.604113 1.300463
H -1.384992 -3.371764 -0.480150
H -4.621728 0.739867 0.293221
H 1.755108 -0.908847 2.730560
H -2.105546 -1.792631 1.927627
C 0.059664 1.828647 2.221173
H -0.217848 2.164093 -4.346391
C 0.400700 1.368515 -4.009888
H -3.796345 1.334737 2.966564
H 0.948428 2.250050 1.746992
H 6.350105 1.218306 -1.496582
H -0.556594 -3.739214 2.146105
H 1.487341 1.613643 -4.021875
H 2.223724 0.607506 1.864055
H -0.387281 -0.126205 3.079785
C -1.395394 -2.022343 1.143056
C 3.847798 -1.018806 -2.128488
H 1.569363 -0.728307 0.963663
H -3.520783 -0.299008 -0.533514
H 4.358680 2.671185 -0.749064
H -2.826962 -2.252449 -0.454759
H 5.941651 -1.142783 -2.352570
S -2.463013 1.105511 -3.433448
H 3.650411 -2.080751 -2.422324
C -0.122972 -2.760543 1.665145
P -1.051146 -0.215565 0.687534
H 0.256672 0.667928 -4.786274
S 1.157961 -0.987195 -1.894886
H 0.412430 -2.240957 2.446744
C 0.082116 0.351746 2.148767
C 2.744433 -0.224110 -1.769718
C 5.319939 0.824542 -1.602439
H -3.446224 -0.436229 3.080295
C -3.850434 -0.012352 0.458180
H -2.778524 -3.617961 0.611842
C 5.144823 -0.462531 -2.042441
S -1.816953 -0.746929 -2.580435
C 2.928701 1.099902 -1.293414
Nb -0.250848 0.995337 -2.034393
H -2.086218 0.857851 3.263847
S -3.032221 2.334094 -1.786601
C 1.507978 -0.202918 1.902159
C -3.012626 0.551027 2.789107
S 1.595648 2.136937 -0.733392

Atoms 1-3, force components in eV/Å:
S 0.46 0.00 -0.37
H 0.34 -0.07 0.05
C -2.35 -0.61 0.51

Summary:
ΔE to the lowest compared entry with this formula, charge and spin in eV: 0.000
Net charge: 0
HOMO-LUMO gap in eV: 6.11
2S+1: 1



Record 7
DFT (ωB97M-V with the def2-TZVPD basis set) results for a molecular structure, C2H2N4O2 in a non-equilibrium geometry.

Cartesian coordinates (Å):
C -1.095977 0.253774 -0.087065
N 0.144060 0.053624 -0.529150
O 2.250395 -0.410446 -0.265799
O -2.069277 0.621269 -0.988652
C 1.011730 -0.385383 0.230298
H 1.814142 0.325535 -1.192531
N -1.284600 0.044017 1.238357
H -1.493124 0.492548 -1.852718
N 0.989600 -0.559216 1.470530
N -0.266948 -0.435721 1.976730

Atoms 1-3, force components in eV/Å:
C 0.97 -0.49 0.80
N -5.82 1.97 -4.92
O -1.77 3.24 -4.78

Summary:
ΔE to the lowest compared entry with this formula, charge and spin in eV: 5.048
Net charge: 0
HOMO-LUMO gap in eV: 9.66
2S+1: 1



Record 8
DFT (ωB97M-V with the def2-TZVPD basis set) results for a molecular structure, C42H41N11OPSSbScSe4.

Cartesian coordinates (Å):
C -1.139754 -3.081860 -1.866334
C -1.314113 -4.366737 -5.777007
H 2.458173 1.742411 -5.062660
C -5.022418 1.844400 -1.476251
H 6.218184 -3.132924 0.405726
H -5.451587 1.695373 -0.484429
C -7.197094 1.620187 -2.629236
H -3.352257 -2.338518 2.943837
C -3.650056 -4.895169 -7.207780
H -0.021723 -1.359722 -4.247506
N -2.770946 1.673407 -2.408209
H -0.171610 1.577046 4.642888
H -2.868932 2.689615 2.317024
N -0.861212 -1.839507 -2.340534
Sc 0.423730 0.604566 0.897930
H -4.445743 -0.255173 -3.279668
N 2.302326 -0.940997 -0.076662
H -1.229846 3.347670 2.286982
C -3.589400 -3.823856 -6.319742
P 2.528512 0.639563 -2.848155
C 5.702898 -2.183287 0.465272
C 5.701277 0.205220 0.857972
H -7.524807 2.435099 -1.993081
H -5.026003 2.916782 -1.683375
H -1.792050 -4.353720 1.969736
N -0.836059 -4.063997 -2.687873
H -8.337037 -0.390667 -5.090726
H -3.773851 4.373573 6.547765
C 2.006198 -2.136514 -0.448503
C -2.972015 0.976347 -0.325166
C -2.023837 0.237958 2.631362
H 0.409220 -3.181895 1.032188
C 1.809225 1.695990 -4.183920
C -5.461509 0.113371 -3.340808
Se 0.879660 4.911771 3.150481
C 4.114879 1.545241 -2.643649
H -2.406886 -2.721187 -4.934923
C -1.616183 1.335864 -1.882627
C -0.365043 -2.089239 -3.529927
H 3.873848 1.261310 0.544813
C -0.452113 -2.682341 1.441664
H 6.226546 1.114014 1.122454
H -1.568907 -3.252924 -0.892239
C -0.973860 2.172584 5.061398
C -2.390697 -2.260521 2.459245
H -0.516003 -6.089297 -6.770222
C -8.073731 1.072834 -3.541713
H 7.419637 -1.073654 1.068672
C -1.592929 -3.293677 1.952669
C -0.057640 -4.110489 -4.984777
N -1.334120 1.262842 2.290350
C -4.772713 -3.005916 -6.085251
C -6.365193 -0.434589 -4.271569
C -2.989038 3.750413 6.136395
N -6.719569 -2.125810 -6.041913
H 4.833954 0.924591 -2.108328
H -4.571322 -5.093181 -7.738129
H -2.104634 3.321997 8.044543
Se 0.986966 2.748803 -0.319997
S 3.263166 -3.316384 -0.396773
C -2.918907 3.540025 4.766350
H 0.656094 -3.512556 -5.550510
H 3.829840 -1.370229 -3.301333
H -3.450707 0.722501 0.605559
C 6.365455 -1.027592 0.825799
C -2.534394 -5.695671 -7.373602
C 3.662095 -0.867883 0.251963
H -3.647430 4.007187 4.111853
C -1.681634 -1.086690 2.229184
C 4.344587 -2.084739 0.168342
Sb 2.136576 3.267237 1.930687
C -1.917591 2.747190 4.217761
C -1.855267 2.564870 2.719831
N -0.493462 -1.336890 1.577230
N -1.688976 0.904470 -0.592593
N -3.640355 1.426361 -1.397091
O -4.720766 -2.023551 -5.139426
C -2.049921 3.167213 6.974025
H 3.687175 -0.402096 -4.783572
C -5.980375 -1.524586 -5.172508
H -2.920894 0.355932 3.248511
H 0.824575 1.332631 -4.488385
H -0.685821 1.413942 -2.420414
C 4.359439 0.295864 0.564563
H -9.083776 1.453725 -3.613947
N -5.927591 -3.089523 -6.637789
C -2.424714 -3.555054 -5.623953
C -7.665423 0.048408 -4.366335
C 3.151587 -0.754384 -3.897096
H -0.283632 1.951158 7.071515
C -1.040135 2.385344 6.429843
H 4.533688 1.817904 -3.616535
Se 4.444943 3.809519 1.470966
Se 1.973027 0.886138 2.893191
N -0.326959 -3.410488 -3.754086
H 2.322583 -1.388218 -4.212807
H 0.413126 -5.060445 -4.737624
H -2.571832 -6.538149 -8.051472
H 3.943066 2.446927 -2.052502
C -5.889525 1.153560 -2.514130
H 1.032988 -2.406555 -0.824269
H 1.683071 2.703860 -3.783652
C -1.376790 -5.440958 -6.653244

Atoms 1-3, force components in eV/Å:
C -0.13 -0.03 0.02
C -0.05 -0.07 -0.08
H 0.00 0.02 0.00

Summary:
Net charge: -1
HOMO-LUMO gap in eV: 5.38
2S+1: 1



no.,E (Ha)
1,-284.19611
2,-363.73313
3,-3170.60472
4,-6278.28121
5,-326.44245
6,-3413.93494
7,-446.78720
8,-13649.20334